Entry from OMol25: a cluster of 4 separate species, C33H66FN9O8P4S in total (ωB97M-V/def2-TZVPD).

Results
DFT total energy   -4254.8245 hartree
Kohn-Sham gap   6.5 eV
Charge   0
HOMO energy   -7.953 eV
Max |F|   8.95 eV Å⁻¹
SMILES   C#CCC1=C(S)C(=O)c2c(ccc(P(=O)(O)O)c2CCF)C1=O.CN(C)P(=O)(N(C)C)N(C)C.CN(C)P(=O)(N(C)C)N(C)C.CN(C)P(=O)(N(C)C)N(C)C

Element x y z (Å)
C: -7.5418 -10.6560 -4.5978
C: -7.5540 -10.2334 -5.7504
C: -7.4578 -9.6394 -7.2142
C: -6.1984 -8.6540 -7.1811
C: -4.9020 -9.1422 -7.0571
S: -4.4979 -10.9274 -6.8814
C: -3.6570 -8.1394 -7.0632
O: -2.6220 -8.4222 -7.6367
C: -3.9182 -6.7694 -6.3125
C: -5.3385 -6.2268 -6.4586
C: -5.6687 -4.9219 -5.8104
C: -4.6028 -4.1800 -5.0288
C: -3.1931 -4.7211 -4.8565
P: -2.0103 -3.6720 -3.8786
O: -0.9028 -4.4191 -3.2048
O: -2.9040 -2.9354 -2.6306
O: -1.4851 -2.3905 -4.8390
C: -2.8732 -6.0326 -5.5151
C: -1.4290 -6.6511 -5.4126
C: -0.4811 -6.2167 -6.6388
F: 0.1930 -7.4229 -7.0805
C: -6.4021 -7.0788 -7.2813
O: -7.3216 -6.5755 -7.9060
H: -7.1061 -10.9509 -3.6028
H: -8.4128 -9.1051 -7.4870
H: -7.3022 -10.4719 -7.9737
H: -3.9179 -10.9731 -5.6138
H: -6.7037 -4.4673 -5.8990
H: -4.9407 -3.1845 -4.6022
H: -3.7909 -2.6769 -2.9532
H: -1.4731 -1.5994 -4.2444
H: -0.9275 -6.5149 -4.4098
H: -1.5523 -7.7793 -5.5422
H: -1.0788 -5.8685 -7.5333
H: 0.3343 -5.5023 -6.3308
C: -2.8635 4.0300 -2.1323
N: -2.3959 2.7996 -2.7504
C: -2.0548 1.8246 -1.7104
P: -1.4706 2.6292 -4.2088
O: -2.1398 1.3056 -4.5826
N: -2.2781 3.4940 -5.4785
C: -3.1302 4.6542 -5.2773
C: -2.8461 2.7020 -6.5710
N: -0.5778 4.1105 -3.8199
C: 0.2123 4.6189 -4.9761
C: 0.4382 3.9149 -2.7563
H: -2.0645 4.6266 -1.6760
H: -3.5833 3.8095 -1.3379
H: -3.4109 4.6687 -2.8176
H: -1.0553 1.9871 -1.3011
H: -2.0826 0.8074 -2.1105
H: -2.7635 1.8416 -0.8795
H: -4.0963 4.3755 -4.8437
H: -3.3292 5.1534 -6.2326
H: -2.6512 5.4180 -4.6641
H: -3.7881 2.2236 -6.2739
H: -2.1514 1.9322 -6.9058
H: -3.0476 3.3252 -7.4473
H: 0.9145 3.8627 -5.3412
H: 0.7757 5.5127 -4.6939
H: -0.4114 4.9276 -5.8125
H: 1.0846 3.0589 -2.9727
H: -0.0144 3.7647 -1.7767
H: 1.0656 4.8023 -2.6448
C: 0.9175 -1.5390 1.3242
N: 0.5145 -0.2212 1.7886
C: -0.6426 0.2395 1.0179
P: 1.5350 1.0601 2.3647
O: 0.4896 1.5627 3.3606
N: 2.5580 0.4372 3.6195
C: 2.9887 -0.9467 3.7241
C: 2.3394 0.9448 4.9763
N: 2.7766 0.6066 1.1817
C: 4.0865 1.2608 1.4537
C: 2.4475 1.0349 -0.1993
H: 1.4259 -1.5288 0.3525
H: 0.0444 -2.1898 1.2146
H: 1.5528 -2.0629 2.0308
H: -0.3553 0.6758 0.0591
H: -1.1968 1.0026 1.5715
H: -1.3536 -0.5659 0.8196
H: 2.1740 -1.5994 4.0552
H: 3.8028 -1.0401 4.4521
H: 3.4118 -1.3203 2.7909
H: 1.4581 0.4830 5.4409
H: 2.2125 2.0261 4.9794
H: 3.2008 0.7449 5.6193
H: 3.9903 2.3514 1.4726
H: 4.8196 0.9870 0.6893
H: 4.5285 0.9479 2.3974
H: 2.1746 2.0946 -0.2356
H: 1.6304 0.4547 -0.6270
H: 3.2924 0.8722 -0.8728
C: 6.2134 3.3711 9.8756
N: 5.6667 3.3066 8.5302
C: 6.7502 3.0874 7.5683
P: 4.3198 4.1948 7.8876
O: 3.8922 3.0518 6.9683
N: 2.9582 3.9696 8.9406
C: 3.0499 3.6980 10.3654
C: 1.8204 3.2154 8.4103
N: 4.7849 5.6064 8.8545
C: 3.7154 6.6422 8.8992
C: 5.9552 6.3307 8.3009
H: 6.7466 4.3050 10.0917
H: 6.9271 2.5573 10.0381
H: 5.4640 3.2255 10.6466
H: 7.2674 4.0142 7.3035
H: 6.3629 2.6534 6.6428
H: 7.4966 2.3842 7.9442
H: 3.3789 2.6719 10.5607
H: 2.0721 3.8273 10.8436
H: 3.7019 4.4044 10.8801
H: 2.0190 2.1360 8.4073
H: 1.5736 3.5298 7.3966
H: 0.9191 3.3894 9.0057
H: 3.4391 6.9723 7.8926
H: 4.0456 7.5117 9.4745
H: 2.8119 6.2971 9.3976
H: 5.8220 6.5534 7.2381
H: 6.8812 5.7698 8.4208
H: 6.1228 7.2702 8.8326

---

Entry from OMol25: a cluster of 12 separate species, C33H67N21O13 in total (ωB97M-V/def2-TZVPD).

Results
DFT total energy   -3425.9538 hartree
Kohn-Sham gap   6.4 eV
Charge   0
HOMO energy   -8.343 eV
Max |F|   2.92 eV Å⁻¹
SMILES   O=C1c2ccccc2C(=O)c2ccccc21.CC1(C)CCCC(C)(C)N1O.NC(N)=O.NC(N)=O.NC(N)=O.NC(N)=O.NC(N)=O.NC(N)=O.NC(N)=O.NC(N)=O.NC(N)=O.NC(N)=O

Element x y z (Å)
O: -3.5271 -14.4753 5.9349
C: -3.1909 -15.6428 5.8436
C: -3.9876 -16.7174 6.5103
C: -5.1794 -16.4337 7.1401
C: -5.9461 -17.4508 7.7113
C: -5.6703 -18.7813 7.4034
C: -4.3913 -19.0620 6.9201
C: -3.5549 -18.0460 6.4849
C: -2.3044 -18.4843 5.7888
O: -1.9364 -19.6209 5.6530
C: -1.6841 -17.4008 4.9410
C: -0.6210 -17.7513 4.1208
C: -0.0836 -16.8504 3.2050
C: -0.5044 -15.5264 3.2287
C: -1.4586 -15.1218 4.1429
C: -2.0065 -16.0373 5.0378
H: -5.6633 -15.4675 7.0758
H: -6.9237 -17.1820 8.0960
H: -6.4013 -19.5037 7.7431
H: -4.1294 -20.1105 6.8437
H: -0.2166 -18.7528 4.0576
H: 0.6064 -17.2387 2.4686
H: -0.1287 -14.8596 2.4614
H: -1.9144 -14.1398 4.1327
C: -10.2247 -18.1126 3.0560
C: -8.8419 -18.7813 2.8551
C: -8.8341 -20.1513 3.5835
C: -8.6641 -19.1326 1.3619
C: -8.3058 -17.9040 0.5558
C: -7.1336 -17.0989 1.0902
C: -7.3230 -16.6614 2.5676
C: -5.9462 -16.3374 3.1086
C: -8.3636 -15.5641 2.6121
N: -7.7850 -17.8810 3.2977
O: -7.7560 -17.7041 4.6838
H: -10.2768 -17.6253 4.0297
H: -10.4251 -17.3623 2.2920
H: -11.0376 -18.8364 2.9579
H: -9.1418 -20.9656 2.9290
H: -7.8242 -20.4183 3.8941
H: -9.5792 -20.0721 4.3752
H: -7.9602 -19.9630 1.2555
H: -9.5732 -19.5558 0.9255
H: -7.9911 -18.2106 -0.4481
H: -9.1935 -17.2813 0.4502
H: -7.2237 -16.1571 0.5293
H: -6.1198 -17.4268 0.8740
H: -5.3521 -15.5073 2.7243
H: -5.3555 -17.2483 2.9457
H: -5.8478 -16.2589 4.1978
H: -7.9925 -14.5500 2.3721
H: -8.7753 -15.2717 3.5778
H: -9.1235 -15.6615 1.8415
H: -7.0895 -18.2971 5.0489
N: -7.2022 -12.6366 7.2901
C: -7.7560 -13.7939 6.8366
N: -7.3844 -14.1892 5.5698
O: -8.5273 -14.4965 7.4700
H: -6.8121 -11.9423 6.6797
H: -7.3606 -12.3466 8.2391
H: -7.0620 -13.4628 4.9538
H: -7.8688 -14.9999 5.2253
N: -8.6631 -15.0887 10.1967
C: -8.5968 -14.2623 11.2779
N: -7.3239 -13.8672 11.6231
O: -9.6041 -13.8890 11.8563
H: -9.5461 -15.1919 9.7352
H: -7.8416 -15.4094 9.7228
H: -7.1826 -13.0481 12.1814
H: -6.5123 -14.4090 11.3638
N: -4.8632 -13.9328 8.5151
C: -4.3187 -14.7437 9.4974
N: -2.9909 -14.9746 9.3066
O: -4.9888 -15.3212 10.3478
H: -4.3416 -14.1102 7.6686
H: -5.8577 -13.8067 8.5202
H: -2.5511 -15.5183 10.0298
H: -2.5202 -14.6189 8.4959
N: 2.5163 -21.5519 5.5187
C: 2.3427 -20.3499 6.1513
N: 2.2288 -19.2752 5.3350
O: 2.2023 -20.2311 7.3615
H: 2.7113 -21.5292 4.5357
H: 2.5916 -22.3811 6.0734
H: 2.2898 -19.3499 4.3326
H: 2.0827 -18.4149 5.8230
N: -3.4783 -17.9455 9.8081
C: -3.1444 -18.2716 11.0957
N: -3.5127 -17.2546 11.9360
O: -2.6638 -19.3081 11.5252
H: -3.1607 -18.7022 9.2159
H: -4.4137 -17.6561 9.5677
H: -4.2626 -16.6297 11.6566
H: -3.2978 -17.3355 12.9129
N: 2.4925 -18.8113 0.1702
C: 2.7183 -19.6800 1.1736
N: 3.4890 -20.7721 0.9000
O: 2.3427 -19.4795 2.3284
H: 2.0753 -17.9134 0.3257
H: 2.6678 -19.0155 -0.7973
H: 3.6146 -21.3765 1.6895
H: 3.8947 -20.9488 0.0015
N: -3.1396 -23.3062 8.2920
C: -4.4266 -23.0168 8.7324
N: -4.5834 -21.7084 9.0998
O: -5.3745 -23.7761 8.6273
H: -2.4334 -22.7906 8.7929
H: -3.0676 -24.3037 8.1636
H: -5.5011 -21.5030 9.4468
H: -3.7384 -21.1692 9.0905
N: 2.7698 -15.6337 4.4616
C: 4.0321 -16.1412 4.4931
N: 4.9048 -15.4658 3.6679
O: 4.3534 -17.1052 5.1476
H: 2.0512 -16.1460 4.9342
H: 2.6054 -14.7733 3.9771
H: 4.6514 -14.5931 3.2451
H: 5.8654 -15.7489 3.6348
N: -0.1608 -13.9591 7.8454
C: -0.9876 -12.8844 7.6605
N: -1.9196 -13.1712 6.6829
O: -0.8966 -11.8277 8.2348
H: -0.1156 -14.7980 7.2985
H: 0.6563 -13.7467 8.3950
H: -1.8078 -13.9349 6.0435
H: -2.6711 -12.5104 6.5935
N: -7.0991 -23.3659 5.7781
C: -6.7054 -23.0616 4.5079
N: -5.3725 -22.6856 4.4510
O: -7.3671 -23.2331 3.4995
H: -8.0388 -23.7007 5.8900
H: -6.5097 -23.3577 6.5942
H: -5.1696 -22.1079 5.2512
H: -5.0740 -22.4710 3.5161

---

Entry from OMol25: a structure of composition C33H67NO20Zr (ωB97M-V/def2-TZVPD).

Results
DFT total energy   -2904.2296 hartree
Kohn-Sham gap   8.3 eV
Charge   0
HOMO energy   -8.194 eV
Max |F|   3.50 eV Å⁻¹

Element x y z (Å)
Zr: 2.9466 -10.4436 -12.3329
O: 3.8494 -8.4940 -12.8572
C: 5.2203 -8.5938 -13.2671
C: 5.8123 -10.0879 -13.5478
O: 4.8947 -11.1352 -13.1519
H: 5.8800 -8.0453 -12.5948
H: 5.3161 -8.0092 -14.1820
H: 6.7768 -10.2814 -13.0783
H: 5.9902 -10.1590 -14.6208
O: 2.2500 -11.9587 -10.8923
C: 0.8060 -12.0291 -10.7543
C: 0.0117 -11.1842 -11.8056
O: 0.7804 -10.2325 -12.5844
H: 0.5869 -11.7801 -9.7160
H: 0.5430 -13.0811 -10.8651
H: -0.8588 -10.7110 -11.3511
H: -0.3899 -11.9303 -12.4913
C: 7.2471 -13.4523 -14.7614
N: 6.4899 -12.9364 -15.9824
O: 5.4457 -13.5210 -16.3225
O: 6.8915 -11.9024 -16.5823
H: 8.3286 -13.4937 -14.8915
H: 6.8319 -14.4122 -14.4545
H: 7.0196 -12.7358 -13.9720
O: 0.4574 -6.3191 -15.8450
C: 0.9252 -5.2028 -15.8681
O: 2.1331 -4.8542 -15.4590
C: 2.8754 -5.6180 -14.5234
C: 3.8126 -4.7404 -13.7150
C: 0.1857 -4.0814 -16.6577
H: 3.4840 -6.3634 -15.0353
H: 2.2442 -6.1505 -13.8120
H: 4.4508 -5.3901 -13.1161
H: 3.2676 -4.0098 -13.1174
H: 4.5279 -4.1612 -14.2990
H: -0.2142 -3.4412 -15.8714
H: -0.6228 -4.5364 -17.2299
H: 0.7598 -3.4953 -17.3754
O: 2.5550 -12.8514 -13.7975
C: 2.2538 -13.8618 -14.3721
O: 2.4765 -15.0638 -13.8400
C: 3.1640 -15.2629 -12.6312
C: 4.6685 -15.4543 -13.0038
C: 1.4558 -13.8786 -15.7099
H: 2.7644 -16.0758 -12.0249
H: 3.0658 -14.4065 -11.9641
H: 5.1447 -15.7448 -12.0673
H: 5.1155 -14.4886 -13.2398
H: 4.8196 -16.3076 -13.6649
H: 1.9804 -14.5050 -16.4313
H: 1.3468 -12.9138 -16.2052
H: 0.4626 -14.2920 -15.5343
O: 4.6098 -10.3053 -10.2801
C: 5.5986 -10.4552 -9.5957
O: 6.0446 -11.6099 -9.1516
C: 5.5569 -12.8976 -9.4124
C: 6.3926 -13.4588 -10.4844
C: 6.4416 -9.2646 -9.0827
H: 4.5327 -12.8824 -9.7851
H: 5.5518 -13.4923 -8.4989
H: 6.0212 -13.2375 -11.4850
H: 6.3886 -14.5473 -10.4274
H: 7.4289 -13.1208 -10.4906
H: 5.8347 -8.3700 -9.2228
H: 7.3700 -9.2459 -9.6535
H: 6.7822 -9.3645 -8.0522
O: 2.6101 -10.3925 -14.6657
C: 2.6021 -10.1022 -15.8523
O: 1.5019 -9.7250 -16.5628
C: 0.3136 -9.5110 -15.8752
C: -0.9489 -9.1860 -16.7450
C: 3.8999 -10.0942 -16.6197
H: 0.3777 -8.6882 -15.1632
H: 0.0736 -10.3954 -15.2851
H: -1.2642 -10.0669 -17.3042
H: -0.6803 -8.4561 -17.5086
H: -1.7892 -8.8080 -16.1626
H: 4.5245 -9.2159 -16.4569
H: 3.6947 -10.1852 -17.6863
H: 4.4133 -11.0119 -16.3326
O: 0.7863 -11.1164 -5.9127
C: 1.4248 -11.9578 -6.5446
O: 0.9022 -12.9665 -7.1966
C: -0.4216 -13.3419 -6.9702
C: -0.8746 -14.3999 -7.9962
C: 2.9153 -11.8282 -6.6618
H: -0.9230 -12.4103 -7.2324
H: -0.5923 -13.6924 -5.9523
H: -0.4419 -14.2229 -8.9809
H: -1.9516 -14.4349 -8.1603
H: -0.5180 -15.3652 -7.6367
H: 3.1411 -11.4221 -7.6478
H: 3.4938 -12.7342 -6.4811
H: 3.1272 -11.1068 -5.8727
O: 2.2993 -8.8882 -10.4566
C: 1.7799 -8.0611 -9.7231
O: 2.2926 -6.8890 -9.5484
C: 3.2407 -6.3634 -10.4485
C: 3.4014 -4.8632 -10.0917
C: 0.5478 -8.3352 -8.8879
H: 2.9000 -6.3497 -11.4837
H: 4.2154 -6.8513 -10.4504
H: 3.6677 -4.8024 -9.0365
H: 2.4729 -4.2924 -10.1013
H: 4.0625 -4.4200 -10.8364
H: 0.0454 -7.3790 -8.7418
H: 0.7484 -8.7545 -7.9020
H: -0.1747 -8.9528 -9.4215
O: 0.2682 -4.2653 -12.6121
C: -0.2080 -4.8556 -11.6591
O: -0.7083 -6.1197 -11.6081
C: -0.5923 -7.0177 -12.6693
C: -1.8779 -7.8787 -12.8045
C: -0.4234 -4.0553 -10.4067
H: 0.3299 -7.5979 -12.6387
H: -0.5600 -6.4394 -13.5927
H: -2.0423 -8.4911 -11.9179
H: -1.7181 -8.6273 -13.5804
H: -2.8115 -7.3359 -12.9526
H: -0.0862 -4.5597 -9.5012
H: -1.4895 -3.9571 -10.2017
H: 0.1509 -3.1371 -10.5294

---

Entry from OMol25: a cluster of 7 separate species, C33H68Cl4N2O10P in total (ωB97M-V/def2-TZVPD).

Results
DFT total energy   -4341.7865 hartree
Kohn-Sham gap   6.9 eV
Charge   +1
HOMO energy   -11.315 eV
Max |F|   3.11 eV Å⁻¹

Element x y z (Å)
C: 1.5717 3.2376 1.7701
C: 1.4877 1.7201 1.3298
C: 1.6221 1.5235 -0.2486
C: 0.2269 0.9404 1.9471
C: -0.4205 -0.0363 0.9041
C: -1.4859 0.5395 0.0577
C: -1.9050 2.0443 0.1581
Cl: -1.5170 2.9730 -1.3817
C: -3.4457 2.2525 0.5575
C: -4.2254 3.1901 -0.4234
Cl: -3.4742 3.1097 2.1946
C: -2.1563 -0.3660 -0.9072
C: -3.3313 0.0133 -1.8567
O: -3.2660 0.8241 -2.7287
O: -4.5597 -0.6881 -1.7522
C: -5.4975 -0.0176 -0.8841
C: -6.8925 -0.7808 -1.0821
C: -6.9950 -1.9677 -0.0141
O: -8.0021 0.1118 -0.9502
C: -1.6936 -1.7828 -1.0105
P: -2.5625 -2.9015 -2.2500
N: -2.2425 -2.2945 -3.6904
C: -0.5858 -2.2366 -0.1447
C: -0.1192 -3.7075 -0.3379
C: -0.9272 -4.7659 0.5639
C: -0.9984 -6.1239 -0.2731
Cl: -2.6328 -4.2493 0.9301
N: -0.0146 -1.3612 0.7824
C: 1.0614 -1.8307 1.6732
C: 0.4886 -2.1680 3.1237
O: 1.2776 -2.1051 4.0101
Cl: -1.2364 -2.5727 3.4183
H: 2.0130 3.8016 0.9008
H: 0.6165 3.6715 2.1433
H: 2.3531 3.3074 2.5831
H: 2.4112 1.2174 1.7484
H: 1.8099 0.4570 -0.5392
H: 0.7637 1.9584 -0.8171
H: 2.5407 2.1019 -0.5552
H: 0.6314 0.3856 2.8439
H: -0.5419 1.6366 2.3873
H: -1.3304 2.6039 0.9444
H: -3.9229 1.2633 0.7409
H: -4.3576 2.7569 -1.4549
H: -5.2756 3.2790 -0.0101
H: -3.8325 4.2367 -0.4701
H: -5.2056 -0.2001 0.1827
H: -5.6989 1.0516 -1.1413
H: -6.8726 -1.3040 -2.0807
H: -6.6074 -2.9223 -0.4690
H: -6.3749 -1.7826 0.9022
H: -8.0547 -2.1040 0.3462
H: -8.1876 0.1662 0.0040
H: -3.9816 -2.9355 -2.0227
H: -2.1328 -4.2547 -2.1728
H: -1.6407 -1.4697 -3.6011
H: -0.2726 -4.0413 -1.4024
H: 0.9652 -3.8854 -0.1235
H: -0.3563 -4.8987 1.5226
H: -0.1757 -6.1418 -1.0300
H: -0.8949 -6.9611 0.4725
H: -1.9887 -6.1871 -0.7886
H: 1.5873 -2.7545 1.3321
H: 1.8629 -1.0622 1.8564
C: -0.6624 7.9403 2.8820
C: -0.4664 6.4944 3.2938
O: 0.5088 5.8667 2.4619
H: -0.9815 8.0014 1.8394
H: -1.4118 8.4271 3.5089
H: 0.2759 8.4955 2.9621
H: -1.3998 5.9384 3.1921
H: -0.1362 6.4277 4.3351
H: 1.3348 6.3556 2.5620
C: 0.9185 7.1186 -1.9769
C: 1.3528 5.6994 -2.2866
O: 1.6469 4.9956 -1.0829
H: 1.7014 7.6473 -1.4293
H: 0.6969 7.6685 -2.8937
H: 0.0276 7.1204 -1.3426
H: 2.2536 5.7010 -2.9012
H: 0.5668 5.1608 -2.8268
H: 0.8440 4.9889 -0.5459
C: 4.1334 -6.4086 0.2638
C: 3.8577 -4.9716 -0.1221
O: 2.8863 -4.3955 0.7628
H: 3.2149 -6.9999 0.2287
H: 4.8672 -6.8565 -0.4072
H: 4.5118 -6.4679 1.2878
H: 3.4603 -4.9171 -1.1367
H: 4.7719 -4.3744 -0.0772
H: 3.2476 -4.4384 1.6575
C: 7.6223 -5.3885 2.0760
C: 8.0738 -6.0801 0.8034
O: 7.3810 -5.5506 -0.3222
H: 6.5466 -5.5149 2.2193
H: 8.1434 -5.7920 2.9467
H: 7.8131 -4.3131 2.0201
H: 7.8626 -7.1491 0.8537
H: 9.1496 -5.9476 0.6496
H: 7.5790 -4.6067 -0.3676
C: 9.2557 -0.9104 -0.0093
C: 8.7357 -2.1893 -0.6347
O: 7.3200 -2.2878 -0.4655
H: 9.0147 -0.8794 1.0553
H: 10.3377 -0.8294 -0.1280
H: 8.7860 -0.0368 -0.4692
H: 9.1913 -3.0596 -0.1584
H: 8.9652 -2.2213 -1.7039
H: 6.9223 -1.5222 -0.8959
C: -7.2940 3.5206 -3.6819
C: -7.5729 4.0596 -2.2917
O: -8.6397 3.3410 -1.6847
H: -8.1853 3.5973 -4.3073
H: -6.4800 4.0709 -4.1592
H: -7.0237 2.4613 -3.6392
H: -7.8627 5.1099 -2.3401
H: -6.6843 3.9753 -1.6567
H: -8.3756 2.4121 -1.6349

---

The lowest Kohn-Sham gap belongs to which entry?
C33H67N21O13

---

Which of these has the highest max |F|?
C33H66FN9O8P4S

---

Number 4 is which compound?
C33H68Cl4N2O10P

---

The highest Kohn-Sham gap belongs to which entry?
C33H67NO20Zr